# C18H36F4O10

A cluster of 3 separate species, C18H36F4O10 in total in a non-equilibrium geometry (wB97M-V/def2-TZVPD, OMol25).

The value obtained for the molar mass is 488.47 g mol⁻¹. For the HOMO-LUMO gap, the calculation gives 9.05 eV. For the HOMO energy, the calculation gives -8.79 eV.

Last column: Löwdin charge in e.
CARTESIAN COORDINATES (ANGSTROEM)
F  0.3988  1.6801  -4.7717  0.151
F  2.3805  1.0378  -5.4111  0.126
F  -3.3616  3.2683  -3.2585  0.043
F  1.0942  -0.3667  -4.3255  0.152
O  -0.7436  2.0328  -0.2529  0.167
O  -2.9615  3.0603  3.0548  -0.119
O  -2.1449  1.9559  -1.9954  0.091
O  5.4739  -4.1822  0.9462  -0.196
O  3.7735  -2.5078  -0.9714  -0.135
O  3.1138  -5.4996  -0.9696  -0.197
O  -5.2583  1.9946  4.7784  -0.195
O  -0.1358  1.0309  -2.1855  0.058
O  2.3687  2.7863  -3.2261  0.020
O  -4.7939  1.1450  1.5209  -0.194
C  1.7872  -5.9554  -0.8180  -0.112
C  4.8231  -2.9559  1.2267  -0.202
C  2.1031  1.4044  -3.1090  -0.237
C  -5.0462  1.4508  6.0604  -0.117
C  4.2764  -3.5408  -1.8077  -0.182
C  1.4613  0.9336  -4.4059  -0.537
C  -4.2445  3.6177  3.2830  -0.185
C  6.8812  -4.1005  0.9751  -0.113
C  -2.8448  1.6567  2.8758  -0.177
C  -1.1532  3.9514  -3.0060  0.022
C  3.5635  -2.7880  0.4062  -0.182
C  -4.8318  3.3399  4.6495  -0.203
C  -5.3125  1.4993  0.2573  -0.109
C  3.3026  -4.6621  -2.0968  -0.201
C  -3.3746  1.1337  1.5595  -0.198
C  1.2521  1.1491  -1.8612  -0.059
C  -0.9590  1.7236  -1.3902  -0.573
C  -2.0902  2.7856  -3.1450  -0.385
H  1.7080  -6.4102  0.1679  0.089
H  4.4855  -3.0478  -2.7605  0.126
H  3.3025  2.9188  -3.3667  0.105
H  1.4542  1.9570  -1.1759  0.140
H  2.3500  -4.2350  -2.4286  0.124
H  3.0463  -1.9055  0.7914  0.126
H  -4.0905  4.6979  3.2178  0.127
H  -1.7692  1.4646  2.8829  0.127
H  7.2733  -5.0087  0.5202  0.088
H  -4.0861  3.5844  5.4144  0.123
H  -5.7027  3.9933  4.7949  0.126
H  1.5359  -6.7039  -1.5772  0.089
H  5.2247  -3.9287  -1.4342  0.119
H  -6.3800  1.6784  0.3798  0.086
H  -1.9105  2.1841  -4.0264  0.146
H  -5.1782  0.3723  5.9870  0.087
H  -1.3143  4.4113  -2.0396  0.105
H  1.5671  0.1914  -1.4684  0.138
H  5.4915  -2.1093  1.0335  0.124
H  -0.1213  3.6650  -3.1669  0.072
H  4.5498  -2.9439  2.2900  0.129
H  -3.2743  1.1113  3.7180  0.118
H  -4.8483  2.4163  -0.1211  0.087
H  -3.0396  0.0937  1.4396  0.131
H  2.8884  -3.6340  0.5399  0.119
H  -2.9583  1.7277  0.7439  0.097
H  7.2430  -3.2417  0.3989  0.086
H  1.0735  -5.1260  -0.8733  0.087
H  7.2530  -4.0308  2.0033  0.088
H  -5.1670  0.6938  -0.4712  0.089
H  -4.9436  3.3471  2.4900  0.119
H  -5.7679  1.8472  6.7840  0.087
H  -4.0290  1.6506  6.4154  0.086
H  3.0314  0.8589  -2.9883  0.164
H  -1.4064  4.6532  -3.7874  0.096
H  3.7116  -5.2719  -2.9132  0.128

---

# C18H36GeN4O6SeSn

A structure of composition C18H36GeN4O6SeSn in a non-equilibrium geometry (wB97M-V/def2-TZVPD, OMol25).

As for the net charge: -2. The value obtained for the molar mass is 674.79 g mol⁻¹. For the HOMO-LUMO gap (spin up / spin down), the calculation gives 1.80 / 1.80 eV. For the HOMO energy (spin up / spin down), the calculation gives 2.44 / 2.44 eV.

Last column: Löwdin charge in e.
CARTESIAN COORDINATES (ANGSTROEM)
Sn  -0.0059  -0.0103  0.0709  0.890
Se  1.8412  -1.9595  0.1256  0.696
Ge  2.5299  -5.0857  -0.4527  0.696
O  -0.6358  -3.3599  -1.6804  0.016
O  -0.2805  -1.1318  -1.5704  -0.195
O  -1.0357  1.6350  0.6310  -0.017
O  1.5491  0.9878  -0.1097  -0.582
O  0.8877  0.0122  1.9911  -0.392
O  -2.6062  1.9581  2.2592  0.097
N  -0.4154  1.2888  -1.7332  -0.005
N  -1.6801  2.9294  -0.6625  0.057
N  -1.5226  -1.1172  0.8343  -0.241
N  -1.3298  3.1902  -2.9464  -0.055
C  -2.0245  1.2819  1.4320  -0.486
C  0.1415  0.7987  -3.0017  -0.226
C  0.0014  -0.7542  2.8088  -0.321
C  -2.5788  -0.1627  1.2455  -0.067
C  2.2311  -4.8444  -2.3660  -0.241
C  -2.3776  4.1909  -3.0362  -0.188
C  3.8703  -6.4813  -0.1847  -0.305
C  -1.1239  2.4274  -1.8000  -0.270
C  -0.8458  -2.2275  -1.2584  -0.655
C  3.1751  -3.4177  0.3463  -0.504
C  0.8632  -5.6272  0.3996  -0.270
C  -0.8402  2.7054  -4.2156  -0.197
C  -2.5519  4.9183  -1.7180  -0.188
C  -2.7655  3.8807  -0.6373  -0.214
C  0.4195  1.9060  -4.0000  -0.164
C  -0.7975  -1.7501  1.9524  -0.223
C  -1.9768  -2.0998  -0.1837  -0.087
C  2.8273  -1.1638  -1.3507  -0.298
H  -1.6094  2.0817  -4.6964  0.119
H  0.6037  -1.3045  3.5427  0.087
H  0.7655  1.4834  -4.9479  0.108
H  -2.8049  4.3603  0.3442  0.114
H  4.1392  -3.1347  -0.1165  -0.009
H  1.8814  -5.7890  -2.8036  0.011
H  0.5126  -6.5710  -0.0456  0.005
H  -3.7236  3.3600  -0.7907  0.108
H  1.0311  -5.7701  1.4732  -0.014
H  3.1708  -4.5441  -2.8496  0.008
H  -3.3360  -0.0589  0.4606  0.120
H  0.1050  -4.8507  0.2489  -0.012
H  4.0389  -6.6249  0.8889  -0.007
H  -3.0930  -0.5007  2.1470  0.123
H  2.2330  -0.3494  -1.7529  -0.028
H  -1.4852  -2.3169  2.5900  0.100
H  3.3580  -3.5592  1.4199  -0.018
H  1.0717  0.2847  -2.7869  0.077
H  2.9775  -1.9076  -2.1447  0.037
H  3.7772  -0.7585  -0.9921  0.047
H  1.8397  -1.1333  1.3383  -0.011
H  1.2121  2.5560  -3.6158  0.124
H  4.8112  -6.1835  -0.6648  -0.006
H  -0.6276  3.5471  -4.8842  0.109
H  -3.4008  5.6090  -1.7689  0.101
H  -2.8573  -1.7535  -0.7305  0.113
H  -1.6572  5.5081  -1.4976  0.116
H  1.4727  -4.0689  -2.5242  -0.005
H  -0.0790  -2.4702  1.5453  0.056
H  -0.6537  -0.0710  3.3667  0.105
H  -1.6360  2.2207  0.1701  -0.188
H  -3.3219  3.7049  -3.3260  0.117
H  3.5145  -7.4233  -0.6291  -0.003
H  -2.1329  4.9187  -3.8163  0.109
H  -0.5418  0.0601  -3.4318  0.116
H  -2.2222  -3.0644  0.2618  0.111